The following is a quantum chemistry calculation of a cluster of 7 separate species, C35H81N3O7 in total, from OMol25.

Its total energy is -56400.798 eV. As for the total charge: -1. The expectation value of S² is 0.7504. The lowest unoccupied orbital energy (alpha / beta) comes out at 2.16 / 2.16 eV. As for the multiplicity: 2. The HOMO-LUMO gap (alpha / beta) comes out at 1.49 / 7.91 eV.

Atoms and positions in Å:
1 C 8.18730 -4.32726 -13.85326
2 C 7.04217 -3.71455 -13.06183
3 C 7.78063 -3.31249 -11.77507
4 C 7.14936 -2.34602 -10.81833
5 C 6.62309 -1.12293 -11.64543
6 C 5.83535 -1.37178 -12.91167
7 N 6.46709 -2.50722 -13.70574
8 O 6.30122 -2.56122 -15.11038
9 C 4.41110 -1.58797 -12.41037
10 C 5.76950 -0.00710 -13.65391
11 C 5.92889 -4.74869 -12.71155
12 H 7.69560 -4.97979 -14.57473
13 H 8.92074 -4.98287 -13.38385
14 H 8.81130 -3.71786 -14.50699
15 H 7.74543 -4.19303 -11.13357
16 H 8.83595 -3.09234 -11.93608
17 H 7.91893 -2.08945 -10.09030
18 H 6.40744 -2.83357 -10.18592
19 H 7.54945 -0.57226 -11.80890
20 H 6.11241 -0.64545 -10.80918
21 H 3.71485 -1.81824 -13.21678
22 H 4.46296 -2.48393 -11.79177
23 H 4.04790 -0.72119 -11.85820
24 H 5.19900 0.01415 -14.58245
25 H 5.32631 0.75243 -13.00987
26 H 6.76381 0.28283 -13.99355
27 H 5.09535 -4.68832 -13.41132
28 H 5.65010 -4.85114 -11.66281
29 H 6.22653 -5.77333 -12.93434
30 H 7.03814 -2.02871 -15.41861
31 C 1.29908 -1.91491 -4.44608
32 C 2.08787 -2.78444 -5.49023
33 C 0.95730 -2.93955 -6.60487
34 C 1.55197 -3.32445 -7.98076
35 C 2.70248 -2.33491 -8.36674
36 C 3.88110 -2.15843 -7.27405
37 N 3.31492 -1.99047 -5.94921
38 O 4.18207 -1.89058 -5.00075
39 C 4.73056 -3.44765 -7.53821
40 C 4.55573 -0.86328 -7.69351
41 C 2.42072 -4.20016 -5.10101
42 H 1.86033 -1.70971 -3.53449
43 H 0.33301 -2.33830 -4.17122
44 H 1.26327 -0.93610 -4.92436
45 H 0.28259 -3.74369 -6.31121
46 H 0.33331 -2.06708 -6.79860
47 H 0.77797 -3.20166 -8.73834
48 H 1.82453 -4.37955 -8.00470
49 H 2.23340 -1.35249 -8.42089
50 H 3.08845 -2.66333 -9.33177
51 H 5.75738 -3.45710 -7.17266
52 H 4.25783 -4.27479 -7.00861
53 H 4.66480 -3.72043 -8.59148
54 H 5.41423 -0.73008 -7.03522
55 H 4.99345 -0.75897 -8.68629
56 H 4.08410 0.11764 -7.63470
57 H 3.02915 -4.31514 -4.20397
58 H 2.81167 -4.86624 -5.87017
59 H 1.56206 -4.77560 -4.75509
60 H 4.50756 -0.99544 -5.12064
61 C 4.93312 -8.93999 -10.26584
62 C 4.14474 -8.43320 -9.08464
63 C 3.89500 -6.83949 -9.20059
64 C 2.81091 -6.38563 -10.15148
65 C 1.43457 -7.22132 -9.92540
66 C 1.65974 -8.77127 -9.89834
67 N 2.83085 -9.11950 -8.99517
68 O 2.92904 -10.47887 -8.74927
69 C 0.31472 -9.30982 -9.30959
70 C 1.77948 -9.23164 -11.38351
71 C 4.86055 -8.67954 -7.69947
72 H 5.83885 -8.35001 -10.40612
73 H 4.35501 -8.73253 -11.16632
74 H 5.06458 -10.02135 -10.22749
75 H 3.76412 -6.43934 -8.19517
76 H 4.85175 -6.39132 -9.46866
77 H 3.18555 -6.57705 -11.15702
78 H 2.56557 -5.32598 -10.22251
79 H 0.86379 -6.96608 -10.81825
80 H 0.95103 -6.93239 -8.99222
81 H 0.00998 -9.10677 -8.28296
82 H -0.52804 -9.23073 -9.99633
83 H 0.44309 -10.39181 -9.34021
84 H 2.27053 -8.41901 -11.91886
85 H 2.32064 -10.17535 -11.45164
86 H 0.84339 -9.33368 -11.93252
87 H 4.09028 -8.54121 -6.94075
88 H 5.65106 -7.92975 -7.66782
89 H 5.25784 -9.69427 -7.67576
90 H 2.95164 -10.50309 -7.78984
91 C -2.86360 -4.91035 -7.41820
92 C -4.25192 -4.32085 -7.59332
93 O -5.20032 -5.36892 -7.93629
94 H -2.34240 -5.00301 -8.37102
95 H -2.82678 -5.84323 -6.85561
96 H -2.22780 -4.32813 -6.75123
97 H -4.26033 -3.56196 -8.37569
98 H -4.81061 -3.89987 -6.75742
99 H -6.10765 -5.08127 -7.81137
100 C 9.08785 -2.09590 -6.07659
101 C 9.15522 -1.81217 -4.62081
102 O 9.71759 -0.56290 -4.20444
103 H 8.44508 -2.93668 -6.33738
104 H 10.07480 -2.42064 -6.40612
105 H 8.72094 -1.38163 -6.81368
106 H 9.68522 -2.66336 -4.19339
107 H 8.14457 -1.87748 -4.21779
108 H 9.56740 -0.30040 -3.29332
109 C -2.54553 -3.71188 -1.06113
110 C -1.91602 -2.53561 -1.89032
111 O -1.19290 -1.50478 -1.09201
112 H -3.52979 -3.96519 -1.45506
113 H -2.73041 -3.33500 -0.05522
114 H -1.90191 -4.59025 -1.01292
115 H -2.61963 -2.08487 -2.59022
116 H -1.20017 -2.87748 -2.63783
117 H -0.80146 -1.88088 -0.30022
118 C 1.63917 -5.07557 -1.49464
119 C 1.96076 -6.39200 -0.99576
120 O 2.28947 -6.21581 0.38221
121 H 1.39535 -5.02706 -2.55591
122 H 2.45404 -4.37907 -1.29720
123 H 0.71213 -4.71539 -1.04859
124 H 2.70619 -6.87633 -1.62653
125 H 1.06913 -7.00906 -1.10685
126 H 3.24276 -6.32848 0.39467

Löwdin population analysis, charges in e, atoms 1 to 99: -0.07, -0.47, -0.19, -0.18, -0.15, -0.47, -0.09, -0.01, -0.05, -0.05, -0.03, 0.07, 0.09, 0.08, 0.11, 0.11, 0.11, 0.09, 0.12, 0.10, 0.09, 0.07, 0.08, 0.07, 0.08, 0.08, 0.08, 0.07, 0.07, 0.09, -0.03, -0.41, -0.15, -0.18, -0.11, -0.45, -0.19, -0.01, -0.02, -0.06, -0.08, 0.07, 0.06, 0.08, 0.09, 0.11, 0.10, 0.08, 0.11, 0.09, 0.06, 0.05, 0.06, 0.07, 0.07, 0.08, 0.07, 0.06, 0.05, 0.10, -0.05, -0.47, -0.14, -0.17, -0.11, -0.45, -0.13, -0.03, -0.07, -0.05, -0.07, 0.08, 0.06, 0.08, 0.09, 0.10, 0.09, 0.09, 0.11, 0.10, 0.07, 0.07, 0.06, 0.06, 0.08, 0.07, 0.06, 0.07, 0.07, 0.09, -0.10, -0.31, -0.12, 0.07, 0.07, 0.05, 0.10, 0.10, 0.06


The following is a quantum chemistry calculation of a structure of composition C57H72As3Br2GaN4O3Te, from OMol25.

Its total energy is -454645.249 eV. As for the total charge: +1. The expectation value of S² is 0.7534. The lowest unoccupied orbital energy (alpha / beta) comes out at -2.14 / -2.86 eV. As for the multiplicity: 2. The calculation puts the energy relative to the best compared isomer or geometry (same formula, charge and spin) at 1.705 eV. The HOMO-LUMO gap (alpha / beta) comes out at 6.62 / 6.96 eV.

Atoms and positions in Å:
1 Ga -0.47046 -0.39851 0.51965
2 C -2.77576 0.62307 3.75597
3 As -1.90878 1.94964 2.60986
4 C -0.90631 2.88010 4.02833
5 C -3.48741 3.15116 2.56996
6 C -3.53245 4.39596 1.65672
7 C -4.50195 5.39474 2.30597
8 C -4.11622 4.03839 0.28136
9 As -3.31405 2.56642 -0.76500
10 C -4.72494 2.67050 -2.13410
11 C -1.94646 3.54713 -1.77614
12 C -2.15370 5.05683 1.52994
13 As -2.09359 6.73332 0.47039
14 C -2.32278 8.01901 1.93655
15 C -0.13856 6.82531 0.43221
16 H -3.26509 1.10850 4.60142
17 H -2.03889 -0.09633 4.10901
18 H -3.51400 0.07410 3.17203
19 H -1.60168 3.31154 4.75014
20 H -0.29673 3.67472 3.60237
21 H -0.25391 2.17796 4.55010
22 H -3.59401 3.46223 3.61354
23 H -4.34581 2.51084 2.34827
24 H -5.46497 4.91972 2.50604
25 H -4.68427 6.24804 1.64859
26 H -4.10280 5.76950 3.25157
27 H -4.13005 4.92532 -0.35671
28 H -5.15641 3.72804 0.41740
29 H -4.83511 3.69945 -2.47899
30 H -5.66586 2.34097 -1.69388
31 H -4.50743 2.03761 -2.99163
32 H -2.33787 4.50336 -2.12411
33 H -1.62838 2.95038 -2.63351
34 H -1.07036 3.72420 -1.15127
35 H -1.44182 4.36877 1.06005
36 H -1.76096 5.29916 2.52203
37 H -3.37596 8.16512 2.16671
38 H -1.90817 8.97527 1.61698
39 H -1.79882 7.68867 2.83493
40 H 0.25047 6.03503 -0.20697
41 H 0.27440 6.70985 1.43635
42 H 0.17408 7.78611 0.02392
43 C -1.99890 -0.20010 -2.94014
44 C -2.48335 -1.34905 -2.11740
45 C -3.42678 -2.24771 -2.66485
46 C -3.89809 -3.28751 -1.92416
47 C -3.47750 -3.44581 -0.58393
48 C -3.89058 -4.48153 0.28693
49 Br -5.05950 -5.83320 -0.33357
50 C -3.45098 -4.52057 1.57686
51 C -2.59751 -3.51808 2.07341
52 Br -2.03740 -3.59205 3.87002
53 C -2.16222 -2.47567 1.28530
54 O -1.42739 -1.47939 1.74307
55 C -2.58845 -2.47811 -0.08532
56 N -2.06898 -1.48719 -0.87021
57 H -2.02901 -0.44074 -4.00161
58 H -0.99502 0.10118 -2.65825
59 H -2.65921 0.64575 -2.76528
60 H -3.74265 -2.10757 -3.68988
61 H -4.59250 -4.00045 -2.34986
62 H -3.76988 -5.31432 2.23786
63 C 4.65492 0.89060 4.23486
64 N 4.10472 -0.03711 3.25446
65 N 2.74821 -0.30874 3.26319
66 C 2.34825 -0.63632 1.98270
67 O 1.15459 -0.96780 1.75741
68 C 3.50930 -0.54935 1.17167
69 C 4.53427 -0.13441 1.97367
70 C 5.92606 0.23958 1.60662
71 C 2.11033 -0.76662 4.45420
72 C 0.74753 -0.56240 4.61545
73 C 0.12328 -1.03741 5.75866
74 C 0.85059 -1.70177 6.73519
75 C 2.21105 -1.91203 6.55807
76 C 2.84428 -1.45831 5.41176
77 H 4.06451 0.83539 5.14341
78 H 4.63611 1.91506 3.85743
79 H 5.67716 0.60095 4.46774
80 H 3.55863 -0.75838 0.12310
81 H 6.05658 0.15353 0.53083
82 H 6.64873 -0.41226 2.10018
83 H 6.14565 1.26869 1.89661
84 H 0.18482 -0.06676 3.83801
85 H -0.94117 -0.88674 5.88436
86 H 0.35787 -2.06141 7.62898
87 H 2.78221 -2.44497 7.30700
88 H 3.89750 -1.65181 5.25371
89 C -2.01408 -3.82574 -7.44118
90 C -1.22023 -3.24883 -6.30431
91 C -0.57798 -2.02951 -6.41350
92 C 0.19212 -1.49488 -5.38099
93 C 0.85891 -0.17528 -5.68046
94 C 0.28528 -2.21027 -4.17591
95 Te 1.74566 -1.45445 -2.80668
96 N 1.07323 -0.32917 -1.22599
97 C 1.40254 0.91906 -1.68516
98 O 1.49998 1.13370 -2.90801
99 C 1.85121 2.04270 -0.77466
100 C 2.67551 2.99767 -1.37557
101 C 3.30956 3.96849 -0.61699
102 C 3.11303 4.02069 0.75627
103 C 2.25862 3.10887 1.35720
104 C 1.63993 2.12711 0.59675
105 C 2.45274 -3.24001 -1.87335
106 C 3.53696 -3.77241 -2.59986
107 C 3.92819 -3.29914 -3.98258
108 C 4.27550 -4.80786 -2.04124
109 C 3.98334 -5.32516 -0.78736
110 C 4.80247 -6.43359 -0.18870
111 C 2.88639 -4.81079 -0.11283
112 C 2.09920 -3.79096 -0.63578
113 C 0.85731 -3.44746 0.12837
114 C -0.37236 -3.44851 -4.02792
115 C -0.37975 -4.27625 -2.77553
116 C -1.10235 -3.93656 -5.10143
117 H -2.07282 -3.13150 -8.27727
118 H -3.02910 -4.07107 -7.12573
119 H -1.55324 -4.74834 -7.79758
120 H -0.65747 -1.46443 -7.33633
121 H 1.44741 -0.26135 -6.59510
122 H 1.49809 0.20563 -4.89357
123 H 0.09548 0.58513 -5.85849
124 H 2.83286 2.94735 -2.44337
125 H 3.95558 4.68903 -1.10272
126 H 3.60314 4.78349 1.34877
127 H 2.07524 3.14893 2.42474
128 H 0.98106 1.43581 1.09524
129 H 3.06896 -3.22004 -4.65345
130 H 4.61732 -4.01092 -4.43322
131 H 4.42787 -2.32841 -3.96076
132 H 5.10271 -5.22134 -2.60743
133 H 5.67105 -6.66288 -0.80372
134 H 4.20774 -7.34333 -0.08991
135 H 5.15010 -6.16297 0.80915
136 H 2.60811 -5.23080 0.84925
137 H 1.07495 -3.20856 1.16641
138 H 0.17380 -4.30046 0.11755
139 H 0.34386 -2.60414 -0.32345
140 H -0.44752 -3.65368 -1.89051
141 H 0.51378 -4.89622 -2.68997
142 H -1.24505 -4.93654 -2.78125
143 H -1.61107 -4.88814 -4.98422

Löwdin population analysis, charges in e, atoms 1 to 99: 0.61, -0.31, 1.11, -0.31, -0.36, -0.70, -0.08, -0.39, 1.10, -0.33, -0.32, -0.39, 1.12, -0.34, -0.35, 0.04, -0.02, 0.03, 0.03, 0.00, 0.00, 0.07, 0.08, 0.09, 0.07, 0.09, 0.04, 0.08, 0.03, 0.02, 0.01, 0.02, 0.01, 0.00, 0.04, 0.07, 0.01, 0.02, 0.03, 0.00, 0.02, 0.02, -0.02, -0.28, 0.00, -0.01, -0.19, -0.63, 0.79, -0.16, -0.59, 0.82, -0.39, -0.17, -0.14, 0.13, 0.09, 0.05, 0.04, 0.12, 0.09, 0.10, 0.01, -0.06, 0.08, -0.37, -0.09, 0.08, -0.25, 0.01, -0.17, -0.01, -0.08, -0.07, -0.07, -0.02, 0.09, 0.10, 0.10, 0.11, 0.09, 0.10, 0.09, 0.08, 0.10, 0.11, 0.11, 0.12, -0.03, -0.25, -0.01, -0.31, -0.06, -0.31, 1.96, -0.23, -0.64, -0.13, -0.14


The following is a quantum chemistry calculation of a cluster of 6 separate species, C16H30FNO11S in total, from OMol25.

Its total energy is -54635.981 eV. As for the total charge: 0. The lowest unoccupied orbital energy comes out at -0.94 eV. The calculation puts the energy relative to the best compared isomer or geometry (same formula, charge and spin) at 1.687 eV. The HOMO-LUMO gap comes out at 9.13 eV.

Atoms and positions in Å:
1 N 2.67557 1.27903 -2.41180
2 H 3.19457 1.72503 -2.94580
3 H 1.95057 0.52503 -2.81780
4 H 2.02657 1.93403 -2.24780
5 H 3.12657 0.97503 -1.60180
6 F 0.17757 1.01403 -0.86480
7 C -2.94743 1.09003 -2.73980
8 C -2.83343 2.22803 -1.68480
9 C -1.61243 3.20103 -1.91180
10 O -2.17443 4.38503 -2.22080
11 C -3.42443 4.36303 -2.31080
12 O -4.15043 5.27803 -2.73080
13 O -3.88643 3.14703 -1.95580
14 H -2.30943 1.12003 -3.67480
15 H -4.11543 1.15203 -3.19780
16 H -2.61343 0.15703 -2.31980
17 H -3.11143 1.87103 -0.82580
18 H -0.69143 2.89103 -2.37080
19 H -0.99843 3.45303 -1.00180
20 C 2.37357 1.08303 3.38320
21 C 2.31557 -0.33297 2.86220
22 C 2.42057 -0.49597 1.26220
23 O 3.31057 -1.54897 1.09720
24 C 3.95857 -1.81797 2.27120
25 O 4.87057 -2.56597 2.27720
26 O 3.50357 -1.13197 3.26220
27 H 1.81657 1.89603 2.93120
28 H 3.36557 1.60403 3.40920
29 H 2.37857 1.39703 4.55520
30 H 1.38457 -0.66897 3.20620
31 H 2.87657 0.40203 0.91320
32 H 1.67857 -0.74097 0.70320
33 C -2.70443 -0.32797 1.49420
34 C -1.37643 0.16003 2.07120
35 C -1.06343 1.63903 1.93720
36 O -0.71843 2.01903 3.31420
37 C -1.03643 1.04703 4.16020
38 O -0.92643 1.10603 5.37220
39 O -1.41343 -0.07497 3.40620
40 H -3.33543 -1.12497 1.97720
41 H -2.76043 -0.38197 0.46620
42 H -3.46743 0.35403 1.64520
43 H -0.50743 -0.31297 1.61720
44 H -1.99343 2.34803 1.45120
45 H -0.31143 2.11403 1.48420
46 C -0.57643 -2.64297 -0.81580
47 C 0.39457 -3.53797 -0.08680
48 C 1.74257 -3.73697 -1.01580
49 S 1.27657 -3.04897 -2.59780
50 O 1.60657 -4.15397 -3.59180
51 O 1.81857 -1.75097 -2.84680
52 C -0.42643 -2.76797 -2.34980
53 H -0.50243 -1.64197 -0.49580
54 H -1.63843 -2.91297 -0.62280
55 H -0.06243 -4.50197 -0.07980
56 H 0.64357 -3.06397 0.87020
57 H 2.01057 -4.70497 -1.08280
58 H 2.61457 -3.27097 -0.54180
59 H -0.97143 -3.73197 -2.64580
60 H -0.85143 -1.96297 -2.79180

List of natural (NBO) charges in e, atom by atom: -0.81, 0.39, 0.52, 0.44, 0.44, -0.98, -0.64, 0.08, -0.11, -0.46, 0.97, -0.62, -0.50, 0.21, 0.24, 0.22, 0.19, 0.22, 0.20, -0.71, 0.06, -0.06, -0.52, 0.97, -0.58, -0.47, 0.25, 0.23, 0.26, 0.20, 0.15, 0.20, -0.65, 0.05, -0.05, -0.50, 0.97, -0.58, -0.50, 0.24, 0.22, 0.22, 0.18, 0.17, 0.22, -0.41, -0.39, -0.67, 2.15, -0.92, -1.00, -0.67, 0.24, 0.22, 0.22, 0.23, 0.25, 0.27, 0.24, 0.26


The following is a quantum chemistry calculation of a structure of composition C4H4O6Yb, from OMol25.

Its total energy is -48004.081 eV. As for the total charge: +2. The expectation value of S² is 2.0082. The lowest unoccupied orbital energy (alpha / beta) comes out at -9.32 / -13.84 eV. As for the multiplicity: 3. The calculation puts the energy relative to the best compared isomer or geometry (same formula, charge and spin) at 2.257 eV. The HOMO-LUMO gap (alpha / beta) comes out at 8.01 / 3.33 eV.

Atoms and positions in Å:
1 O 1.27845 -1.46762 -0.79878
2 C 0.19798 -1.81817 -0.28297
3 C -0.79026 -0.80393 0.21252
4 O -2.10422 -1.18866 -0.10033
5 H -0.56317 -1.31655 1.27049
6 H -0.18605 -2.81714 -0.54805
7 H -0.59049 0.10612 -0.37962
8 C -2.99829 -0.22351 -0.36510
9 O -2.87206 0.64658 -1.18156
10 O -4.08201 -0.37819 0.37094
11 H -4.09128 -1.23965 0.81130
12 O 2.06001 1.70528 0.12663
13 C 1.24692 1.96408 1.04516
14 O 0.39490 1.28546 1.59757
15 Yb 3.17165 -0.12770 -0.45292

List of natural (NBO) charges in e, atom by atom: -0.74, 0.50, -0.19, -0.49, 0.29, 0.22, 0.28, 0.98, -0.47, -0.61, 0.52, -0.70, 0.77, -0.28, 1.93